71
Properties=species:S:1:pos:R:3 method="wB97M-V/def2-TZVPD" lumo_ha=-0.078 multiplicity=1 homo_lumo_gap_ev=8.1 e_tot_ev=-132311.629 total_charge=+1
Mg 0.380 -0.317 -0.496
C -0.678 -1.464 3.577
C -0.022 -0.649 2.490
O -0.106 -1.104 1.327
C 0.669 0.564 2.827
C 0.653 1.041 4.161
C 1.315 2.176 4.533
C 2.056 2.880 3.564
C 2.105 2.448 2.268
C 1.402 1.290 1.838
O 1.448 0.960 0.592
H -1.139 -2.343 3.135
H -1.440 -0.877 4.090
H 0.056 -1.780 4.319
H 0.096 0.495 4.909
H 1.282 2.523 5.556
H 2.598 3.773 3.851
H 2.679 2.980 1.519
C -4.275 -0.123 -1.218
P -2.665 -0.493 -0.408
C -3.154 -1.976 0.547
C -2.556 0.862 0.817
C -3.193 0.807 2.055
C -3.043 1.828 2.981
C -2.255 2.926 2.673
C -1.624 3.002 1.441
C -1.761 1.981 0.501
P -0.792 1.985 -1.052
C 0.200 3.509 -0.963
C -1.974 2.385 -2.393
H -5.087 -0.144 -0.490
H -4.469 -0.869 -1.989
H -4.258 0.861 -1.684
H -4.050 -1.830 1.150
H -2.322 -2.291 1.172
H -3.363 -2.768 -0.175
H -3.810 -0.046 2.307
H -3.541 1.765 3.940
H -2.125 3.724 3.393
H -1.005 3.862 1.229
H 0.893 3.433 -0.126
H -0.409 4.409 -0.872
H 0.783 3.574 -1.883
H -2.728 3.105 -2.075
H -2.457 1.478 -2.752
H -1.406 2.812 -3.221
O 5.657 -0.430 -4.029
C 4.562 -0.405 -3.263
C 4.593 -0.402 -1.869
C 3.399 -0.370 -1.184
N 2.204 -0.364 -1.791
C 2.202 -0.351 -3.118
Br 0.505 -0.274 -3.954
C 3.328 -0.370 -3.907
H 6.460 -0.440 -3.494
H 5.531 -0.411 -1.329
H 3.373 -0.326 -0.103
H 3.272 -0.352 -4.985
C 1.644 -3.934 -1.955
C 0.386 -3.902 -2.852
C -0.622 -3.068 -2.054
O 0.165 -2.340 -1.099
C 1.181 -3.257 -0.669
H 2.455 -3.364 -2.408
H 2.006 -4.943 -1.771
H -0.005 -4.899 -3.046
H 0.602 -3.436 -3.811
H -1.320 -3.707 -1.506
H -1.184 -2.351 -2.645
H 0.737 -3.971 0.030
H 1.958 -2.697 -0.152